1.
ORCA calculation (ωB97M-V with the def2-TZVPD basis set) on C13H10NNiTe4 as an isolated structure at a distorted geometry.

Geometry as XYZ:
```
29
Properties=species:S:1:pos:R:3:forces:R:3:lowdin_spin:R:1
Ni -1.17974 -0.05314 0.72699 4.646 -0.316 1.261 0.64
C -1.83214 1.07816 2.45879 -0.554 0.941 0.606 0.01
C -0.46264 1.29446 2.51849 0.413 0.657 0.396 0.00
C 0.40566 0.21536 2.58019 0.603 0.115 0.242 0.05
C -0.09094 -1.07784 2.53749 0.609 -0.538 0.478 0.00
C -1.45774 -1.29254 2.46639 -0.178 -1.134 0.616 0.01
C -2.33404 -0.21584 2.44129 -1.407 -0.132 0.820 -0.01
H -2.51884 1.92686 2.48189 0.225 -0.298 -0.211 0.00
H -0.07754 2.31006 2.55169 -0.055 -0.170 -0.092 0.00
H 1.47476 0.38246 2.64399 -0.091 -0.012 -0.112 0.00
H 0.58546 -1.92564 2.58789 -0.079 0.132 -0.109 0.00
H -1.85074 -2.30964 2.50249 0.103 0.304 -0.224 0.00
H -3.41314 -0.38754 2.47919 0.404 0.069 -0.246 0.00
Te -2.23104 1.27926 -0.78361 -2.605 3.715 -2.806 0.27
Te -3.18164 2.19026 -3.14251 0.298 -0.368 0.467 0.36
Te -3.25014 -2.15674 -3.17201 0.320 0.185 0.199 0.21
Te -2.32854 -1.36894 -0.76401 -2.804 -3.173 -2.067 0.20
N 4.52456 0.05636 -4.16761 0.287 0.015 -0.247 0.00
C 3.65706 0.04626 -3.41501 0.429 0.011 -0.347 0.00
C 2.60326 0.02486 -2.47701 -0.628 0.000 0.588 0.00
C 2.14386 1.20836 -1.89851 0.081 0.028 -0.119 0.01
C 1.10376 1.17446 -0.99181 -0.158 -0.179 0.380 0.03
C 0.47776 -0.02434 -0.60801 0.045 0.050 0.458 0.17
C 0.97416 -1.19604 -1.20401 -0.200 0.053 0.471 0.03
C 2.01336 -1.18404 -2.11161 0.061 0.016 -0.088 0.01
H 2.59266 2.15196 -2.17691 0.064 0.039 -0.050 0.00
H 0.76296 2.11976 -0.56801 0.025 -0.123 -0.093 0.01
H 0.52906 -2.15734 -0.94701 0.083 0.155 -0.094 0.01
H 2.36066 -2.10914 -2.54921 0.063 -0.042 -0.078 0.00
```
Forces are in eV/Å.

The calculation puts the lowest unoccupied orbital energy (alpha / beta) at 2.2462 / 1.4243 eV. For the HOMO energy (alpha / beta), the calculation gives -3.55 / -3.36 eV. The calculation puts the electronic energy at -3136.464286 Ha. The spin multiplicity is 3. As for the total charge: -1. The frontier orbital gap (alpha / beta) is 5.80 / 4.79 eV. Its expectation value of S² is 2.105.

---

2.
ORCA calculation (ωB97M-V with the def2-TZVPD basis set) on a single C12H19NO4S molecule.

Geometry as XYZ:
```
37
Properties=species:S:1:pos:R:3:forces:R:3:nbo_charge:R:1
C -5.27799 -0.59440 1.76299 -0.133 -0.105 0.097 -0.63
C -4.54716 0.62716 1.26120 0.321 -0.372 -0.693 -0.64
H -5.21605 1.45591 1.04667 0.028 0.132 -0.111 0.24
H -3.75457 0.95508 1.92619 0.107 0.119 0.075 0.23
S -3.74513 0.21264 -0.30938 0.077 -0.091 0.384 2.30
O -4.70292 -0.38922 -1.19004 -0.142 -0.267 0.109 -0.95
O -3.01829 1.36261 -0.76967 0.151 0.054 0.277 -0.95
N -2.69733 -1.00817 0.17391 -0.766 0.484 -0.335 -0.88
H -2.79648 -1.80277 -0.43991 -0.217 -0.112 -0.144 0.40
C -1.32213 -0.62975 0.41422 0.418 0.186 -0.052 -0.21
H -0.87071 -1.37063 1.08229 -0.028 0.143 0.004 0.20
H -1.35007 0.33253 0.92734 0.226 -0.053 0.105 0.21
C -0.49068 -0.49172 -0.86889 -0.052 0.106 0.273 -0.44
C 0.88901 0.00511 -0.54617 0.000 -0.039 -0.094 -0.03
C 1.12472 1.35929 -0.37050 0.021 -0.140 -0.012 -0.22
C 2.38971 1.79916 -0.04056 0.210 -0.180 0.052 -0.23
C 3.45490 0.91854 0.13183 -0.098 0.096 -0.036 0.24
C 3.22027 -0.45851 -0.03260 0.218 -0.037 0.059 0.29
C 1.94077 -0.88299 -0.37001 0.046 -0.013 0.008 -0.30
H 1.74767 -1.93599 -0.50291 0.023 -0.133 -0.021 0.21
O 4.26873 -1.32967 0.15630 -0.165 0.504 0.031 -0.52
C 4.05536 -2.70172 -0.05232 -0.027 -0.216 -0.026 -0.25
H 3.73674 -2.91160 -1.07868 -0.008 0.005 0.046 0.18
H 3.32009 -3.10963 0.64940 0.015 0.013 -0.047 0.17
H 5.02031 -3.17456 0.12685 -0.095 -0.029 -0.024 0.20
O 4.62920 1.52788 0.46607 -0.377 0.000 0.032 -0.50
C 5.84723 0.81967 0.48239 0.472 -0.122 0.043 -0.24
H 6.04802 0.33908 -0.47771 0.001 0.027 0.065 0.18
H 5.87080 0.06767 1.27366 0.026 0.081 -0.088 0.18
H 6.61012 1.57416 0.67568 -0.030 -0.067 -0.025 0.19
H 2.59519 2.84934 0.09308 0.047 0.129 0.011 0.23
H 0.31935 2.06502 -0.50253 -0.108 0.128 -0.026 0.22
H -1.00168 0.21974 -1.51905 0.036 -0.102 -0.053 0.24
H -0.44357 -1.46062 -1.37190 -0.019 -0.008 -0.051 0.20
H -5.84633 -0.37048 2.66319 -0.015 0.035 0.040 0.22
H -5.95838 -0.94323 0.99039 -0.130 -0.082 0.049 0.23
H -4.56699 -1.38731 1.97943 -0.032 -0.076 0.076 0.22
```
Forces are in eV/Å.

The calculation puts the lowest unoccupied orbital energy at 0.6620 eV. For the HOMO energy, the calculation gives -7.98 eV. The calculation puts the electronic energy at -1222.520137 Ha. The spin multiplicity is 1. As for the SMILES: CCS(=O)(=O)NCCc1ccc(OC)c(OC)c1. As for the total charge: 0. The frontier orbital gap is 8.64 eV.

---

3.
ORCA calculation (ωB97M-V with the def2-TZVPD basis set) on a single C3H9INOP molecule at a distorted geometry.

Geometry as XYZ:
```
16
Properties=species:S:1:pos:R:3:forces:R:3:nbo_charge:R:1
C 1.86137 1.74318 -0.69361 -1.254 1.908 -2.499 -0.63
C -1.31875 -1.83097 1.65319 2.782 0.350 -3.298 -0.93
C 0.67809 0.83771 -1.02804 0.788 -1.150 1.128 -0.21
N 0.13088 0.20709 0.27035 -1.087 2.607 -2.199 -1.01
O -0.88597 -1.72947 -1.53252 -1.186 3.465 6.530 -0.97
P -1.11653 -0.79245 0.13682 -1.073 -4.780 -6.878 1.64
I -3.39635 0.33914 0.15148 1.178 -0.258 -0.047 -0.14
H 2.00334 2.53182 -1.56763 -0.587 -1.261 2.001 0.22
H 1.64156 2.19363 0.25289 0.240 0.788 0.384 0.22
H 2.80486 1.27776 -0.69372 1.015 -1.069 0.371 0.21
H -1.58716 -1.11939 2.32563 -0.128 1.683 2.843 0.24
H -2.15681 -2.37833 1.43576 -1.957 -1.714 -0.549 0.26
H -0.41245 -2.44604 1.71209 -0.321 0.280 0.652 0.26
H -0.08442 1.29175 -1.62812 -0.706 0.497 0.339 0.22
H 0.99116 -0.00126 -1.60958 0.256 -0.560 -0.570 0.22
H 0.84716 -0.12419 0.81500 2.041 -0.787 1.789 0.40
```
Forces are in eV/Å.

The calculation puts the lowest unoccupied orbital energy at -0.4311 eV. For the HOMO energy, the calculation gives -8.84 eV. The calculation puts the electronic energy at -888.677552 Ha. The spin multiplicity is 1. As for the SMILES: CCN[P@](C)(=O)I. As for the total charge: 0. The frontier orbital gap is 8.41 eV.